Below is 3 unconnected molecules or ions with the total composition C2H8O3 at a distorted geometry, with properties calculated with ωB97M-V/def2-TZVPD.

Geometry (Å):
O: 2.744 1.198 0.118
O: -3.324 -1.909 2.433
O: -1.350 -1.426 -0.637
C: 1.802 1.833 -0.651
C: 1.256 1.265 -1.711
H: -2.232 -1.079 -0.500
H: -1.377 -2.367 -0.820
H: 0.588 1.713 -2.428
H: -2.694 -2.014 1.716
H: 2.270 0.497 0.581
H: 1.599 0.257 -1.952
H: -3.284 -1.008 2.772
H: 1.572 2.842 -0.371

The SMILES is C=CO.O.O. The multiplicity is 1. The value obtained for the HOMO energy is -9.54 eV. As for the lowest unoccupied orbital energy: 0.0165 Eh.

Below is a molecular structure, C23H41B2F4N7O4Ti at a distorted geometry, with properties calculated with ωB97M-V/def2-TZVPD.

Geometry (Å):
Ti: 0.660 -1.178 -0.866
F: 0.128 -4.753 -1.632
F: -0.356 -4.376 -3.855
F: -0.652 0.021 -2.486
F: -0.989 2.334 -2.570
O: 0.785 1.404 -1.284
O: 1.387 -3.184 -2.872
O: -1.581 1.208 -0.690
O: -1.014 -2.789 -2.344
N: 2.307 0.456 1.099
N: 1.477 -1.900 -2.561
N: 2.009 -2.519 0.354
N: -2.373 4.125 0.868
N: -1.365 0.135 0.217
N: -0.975 -2.166 -1.141
N: 1.565 0.352 -1.700
C: -2.697 4.939 2.081
C: 3.377 -0.533 1.044
C: -2.286 -1.881 -0.708
C: 2.875 -1.897 1.412
C: -1.271 2.311 3.319
C: 2.159 -1.124 -3.341
C: -3.374 -2.812 -1.141
C: 2.868 -1.555 -4.564
C: -3.611 3.425 0.395
C: -1.478 -0.297 2.558
C: 2.875 1.750 0.696
C: -3.860 -0.362 0.483
C: -1.122 3.252 1.058
C: -2.494 -0.779 0.016
C: 1.858 0.603 2.494
C: -1.392 1.342 4.293
C: -1.369 0.679 1.565
C: 2.000 0.298 -2.909
C: 2.934 -3.383 -0.450
C: 2.130 1.460 -3.814
C: -1.295 2.034 1.940
C: -1.508 0.017 3.900
C: 1.041 -3.443 1.023
B: -0.012 -3.855 -2.661
B: -0.649 1.267 -1.793
H: 3.737 -2.547 1.564
H: -4.344 4.192 0.156
H: 2.106 2.518 0.711
H: -3.376 2.821 -0.469
H: 2.328 -1.204 -5.448
H: -2.112 4.782 0.133
H: 4.205 -0.269 1.717
H: 2.721 0.689 3.168
H: 3.293 1.693 -0.306
H: 1.248 -0.235 2.815
H: 3.454 -4.056 0.234
H: -0.415 3.933 1.530
H: -3.503 5.622 1.825
H: -1.814 5.496 2.383
H: -1.554 -1.334 2.253
H: -1.129 3.339 3.630
H: -1.383 1.613 5.339
H: 3.668 -2.758 -0.957
H: 1.574 -4.104 1.711
H: -4.332 -1.138 1.087
H: -3.020 4.267 2.870
H: 2.302 1.157 -4.843
H: -3.972 2.806 1.211
H: -3.819 0.535 1.094
H: -0.766 3.014 0.066
H: 2.932 -2.637 -4.611
H: 1.238 2.084 -3.756
H: -3.847 -2.438 -2.051
H: -1.607 -0.771 4.635
H: 3.866 -1.113 -4.592
H: -4.135 -2.888 -0.366
H: -2.985 -3.803 -1.354
H: 3.676 2.043 1.386
H: 2.380 -3.972 -1.168
H: 0.549 -4.045 0.268
H: 3.786 -0.545 0.028
H: 0.298 -2.874 1.586
H: 2.976 2.066 -3.477
H: 2.320 -1.895 2.346
H: -4.515 -0.171 -0.369
H: 1.262 1.504 2.590

The net charge is +2. The multiplicity is 1. The value obtained for the HOMO energy (alpha / beta) is -13.54 / -13.54 eV. As for the lowest unoccupied orbital energy (alpha / beta): -0.2684 / -0.2682 Eh.

Below is 2 unconnected molecules or ions with the total composition C5H14N3 at a distorted geometry, with properties calculated with ωB97M-V/def2-TZVPD.

Geometry (Å):
N: 1.510 0.029 0.055
N: 0.082 -1.816 0.217
N: -1.705 0.015 0.458
C: 1.178 -1.215 -0.038
C: 0.562 1.011 0.609
C: -0.797 1.020 -0.107
C: -2.948 -0.193 -0.299
C: 2.818 0.533 -0.299
H: 1.027 1.992 0.505
H: 3.420 -0.283 -0.703
H: 3.315 0.945 0.583
H: -2.931 0.371 -1.230
H: 2.799 -2.453 -0.896
H: -3.055 -1.251 -0.541
H: -1.227 2.026 -0.046
H: -0.808 -1.192 0.429
H: 0.004 -2.818 0.152
H: -1.921 0.250 1.422
H: 2.727 1.320 -1.053
H: -3.824 0.116 0.269
H: 0.420 0.811 1.676
H: -0.646 0.782 -1.163

The net charge is +1. The multiplicity is 1. The value obtained for the HOMO energy (alpha / beta) is -13.55 / -13.76 eV. As for the lowest unoccupied orbital energy (alpha / beta): -0.1650 / -0.1881 Eh.

Below is a gas-phase ion, C5H9N2S2 (charge +1), with properties calculated with ωB97M-V/def2-TZVPD.

Geometry (Å):
S: -1.256 2.638 0.047
S: 2.368 0.870 -0.923
N: 1.761 0.631 1.609
N: 1.066 -1.110 0.282
C: 1.580 0.073 0.420
C: -1.706 0.001 -0.104
C: -0.779 1.119 -0.429
C: 0.109 -1.809 -0.140
C: -1.197 -1.342 -0.650
H: -1.876 -0.088 0.975
H: 2.345 1.447 1.697
H: 1.414 0.203 2.453
H: 1.789 0.158 -1.888
H: -1.939 -2.124 -0.476
H: -0.193 3.282 -0.471
H: -2.690 0.191 -0.545
H: -1.077 -1.257 -1.738
H: 0.279 -2.884 -0.120

The net charge is +1. The multiplicity is 1. The value obtained for the HOMO energy is -12.05 eV. As for the lowest unoccupied orbital energy: -0.1502 Eh.

Below is a gas-phase ion, C6H11BrN (charge +1) at a distorted geometry, with properties calculated with ωB97M-V/def2-TZVPD.

Geometry (Å):
Br: -3.556 0.445 -0.373
N: 1.214 0.235 -0.386
C: 0.057 -1.991 -0.468
C: 1.287 1.429 0.235
C: -1.495 -1.580 0.137
C: 1.150 -0.997 0.239
C: 0.218 2.483 -0.229
C: -1.819 -0.167 -0.154
H: 0.411 3.343 0.395
H: -0.093 -1.775 -1.474
H: 1.237 1.218 1.347
H: 0.440 2.663 -1.317
H: 2.288 1.884 0.023
H: 0.462 -3.056 -0.364
H: -2.151 -2.340 -0.331
H: 0.741 -0.943 1.361
H: -1.650 -1.523 1.335
H: -0.817 2.082 -0.100
H: 2.076 -1.410 0.125

The net charge is +1. The multiplicity is 1. The value obtained for the HOMO energy (alpha / beta) is -12.79 / -13.93 eV. As for the lowest unoccupied orbital energy (alpha / beta): -0.2693 / -0.2147 Eh.

Below is a single C4H3NO2 molecule at a distorted geometry, with properties calculated with ωB97M-V/def2-TZVPD.

Geometry (Å):
O: 1.142 -0.131 0.341
O: -0.022 2.034 2.019
N: -0.826 -0.038 -0.635
C: 1.102 -1.154 -0.569
C: -0.611 1.506 1.111
C: -0.055 0.463 0.253
C: -0.153 -1.110 -1.150
H: -0.981 -1.623 -1.604
H: 2.065 -1.671 -0.589
H: -1.663 1.726 0.821

The SMILES is O=Cc1ncco1. The multiplicity is 1. The value obtained for the HOMO energy is -9.96 eV. As for the lowest unoccupied orbital energy: -0.0054 Eh.

Below is a molecular structure, C26H53GaN3Si4 at a distorted geometry, with properties calculated with ωB97M-V/def2-TZVPD.

Geometry (Å):
Ga: -0.220 -0.267 0.492
Si: -0.507 -3.393 0.230
Si: -2.840 -1.943 -1.455
Si: 0.172 -1.932 -2.409
Si: 0.061 0.555 2.931
N: 1.570 -0.092 -0.890
N: -0.606 1.890 -0.431
N: -1.150 1.591 -1.612
C: -3.451 -0.383 -2.393
C: -1.697 -0.834 4.826
C: -1.227 3.770 -1.474
C: -1.929 1.616 4.748
C: -0.988 -1.884 -0.893
C: 1.391 -3.432 0.507
C: -1.642 0.376 3.894
C: -0.637 3.215 -0.341
C: 2.855 0.068 2.762
C: -1.066 -5.092 -0.412
C: 1.710 -0.129 3.750
C: -2.729 0.252 2.829
C: 2.006 0.665 5.021
C: 1.624 -1.613 4.089
C: 4.070 -0.433 -1.997
C: -4.066 -2.054 0.000
C: -3.146 -3.357 -2.700
C: 3.020 -1.264 -2.342
C: 2.566 0.728 -0.569
C: -1.190 -3.164 1.999
C: 3.828 0.615 -1.117
C: 0.642 -3.621 -3.154
C: 1.761 -1.056 -1.795
C: 0.338 2.451 2.763
C: -0.249 -0.888 -3.967
C: -1.543 2.690 -2.269
H: 1.292 -3.502 -4.016
H: -2.708 1.112 2.155
H: 2.190 1.710 4.794
H: -2.483 -3.290 -3.556
H: -5.065 -2.249 -0.377
H: 3.004 1.120 2.532
H: -2.073 2.500 4.136
H: -0.574 -5.890 0.135
H: -3.714 0.204 3.291
H: -2.840 1.453 5.321
H: 1.183 0.603 5.726
H: 1.756 -2.444 0.789
H: -0.552 2.929 2.367
H: -3.010 -4.334 -2.252
H: -0.929 -4.000 2.642
H: -2.026 2.661 -3.222
H: 2.580 -1.964 4.472
H: 1.940 -3.743 -0.373
H: -2.696 -0.925 5.251
H: 5.056 -0.582 -2.411
H: -2.268 -3.070 2.014
H: -0.215 0.184 -3.811
H: 1.143 -4.270 -2.447
H: 0.558 2.924 3.715
H: -0.755 -2.259 2.425
H: -1.220 -1.142 -4.374
H: -4.163 -3.314 -3.079
H: 2.657 -0.470 1.833
H: 4.602 1.316 -0.854
H: 1.168 2.655 2.094
H: -2.134 -5.221 -0.279
H: 2.895 0.269 5.509
H: -4.108 -1.116 0.546
H: -3.609 0.467 -1.734
H: -1.133 1.810 5.463
H: -1.265 0.615 -1.874
H: -2.814 -0.076 -3.215
H: -0.243 -4.138 -3.504
H: -1.473 -1.763 4.311
H: -4.417 -0.627 -2.823
H: 0.476 -1.111 -4.745
H: 2.319 1.499 0.152
H: -0.230 3.743 0.495
H: 3.783 -0.316 3.180
H: 0.875 -1.804 4.850
H: -1.002 -0.712 5.652
H: -2.587 -0.651 2.232
H: -3.824 -2.846 0.697
H: 1.382 -2.196 3.202
H: -1.390 4.808 -1.677
H: 1.658 -4.115 1.309
H: 3.169 -2.079 -3.032
H: -0.841 -5.230 -1.462

The net charge is +1. The multiplicity is 1. The value obtained for the HOMO energy is -11.46 eV. As for the lowest unoccupied orbital energy: -0.0953 Eh.

Below is a molecular structure, C12H29N4O7PTl at a distorted geometry, with properties calculated with ωB97M-V/def2-TZVPD.

Geometry (Å):
Tl: 0.374 -0.584 0.501
P: -2.505 2.622 -1.328
O: 3.028 -1.632 0.329
O: 1.439 -3.615 -0.187
O: 1.073 2.464 0.425
O: -1.814 1.487 -0.626
O: -1.781 -2.761 -0.189
O: -1.112 1.906 2.053
O: 0.819 -1.612 -2.406
N: -1.171 0.564 1.917
N: 1.331 1.375 -0.182
N: -1.469 -1.711 0.664
N: 1.132 -0.696 -1.641
C: 2.274 0.069 -1.871
C: -3.606 0.749 2.467
C: 1.655 -0.828 2.155
C: -2.407 0.019 1.985
C: -2.758 2.159 -3.041
C: 3.468 2.225 -1.179
C: 3.338 -0.475 -2.741
C: -1.484 4.062 -1.266
C: -2.523 -1.300 1.392
C: 2.338 1.258 -1.113
C: -3.791 -2.053 1.306
C: -4.118 3.105 -0.644
H: -3.453 1.830 2.395
H: -4.657 2.299 -0.140
H: -4.730 3.475 -1.470
H: 3.946 2.355 -0.191
H: 1.158 -1.402 2.927
H: -3.992 3.919 0.079
H: -2.091 4.948 -1.451
H: -3.315 1.210 -3.084
H: 2.898 -0.766 -3.706
H: -3.286 2.923 -3.613
H: -0.295 2.180 1.533
H: -0.706 3.965 -2.034
H: -0.928 -3.016 -0.629
H: 4.232 1.874 -1.885
H: -1.785 2.007 -3.513
H: -0.967 4.149 -0.304
H: -3.568 -3.087 1.014
H: -4.487 0.441 1.892
H: 2.053 0.153 2.438
H: 3.109 3.201 -1.536
H: 4.154 0.242 -2.905
H: 2.527 -1.412 1.587
H: 1.325 -3.931 0.719
H: -4.433 -1.597 0.536
H: 2.160 -2.864 -0.114
H: 3.771 -1.376 -2.276
H: -4.293 -1.998 2.283
H: -3.806 0.510 3.520
H: 3.966 -1.858 0.436

The net charge is +1. The multiplicity is 1. The value obtained for the HOMO energy (alpha / beta) is -10.55 / -10.58 eV. As for the lowest unoccupied orbital energy (alpha / beta): -0.2283 / -0.2275 Eh.

Below is a molecular structure, C38H48AsBrN5O4RhS3Si3, with properties calculated with ωB97M-V/def2-TZVPD.

Geometry (Å):
Rh: 0.264 0.310 0.455
Br: -1.615 -4.168 5.705
As: -1.498 1.904 -0.078
S: 4.541 2.686 -1.470
S: 4.354 -1.552 -1.254
S: 3.821 0.575 -4.192
Si: -2.246 1.708 -2.371
Si: -3.480 1.131 1.020
Si: -1.200 4.166 0.685
O: -0.905 -0.996 -0.539
O: 1.395 1.651 1.467
O: 1.734 2.481 3.523
O: 1.226 0.361 -1.296
N: 1.269 -1.510 0.939
N: 0.759 -6.834 0.764
N: -0.540 0.066 2.389
N: -0.044 1.130 3.185
N: 0.891 -6.250 -0.323
C: 0.559 -4.856 -0.447
C: 1.994 -1.059 -3.498
C: -0.941 -3.206 -1.392
C: -3.639 -0.734 0.875
C: 5.387 -1.587 0.106
C: -1.426 4.252 2.536
C: -1.110 -5.616 1.861
C: 3.606 -0.089 -0.737
C: 2.940 2.094 -1.714
C: -1.645 -5.034 2.997
C: 0.332 -5.639 4.241
C: 3.371 -0.642 -5.307
C: 0.160 -6.186 1.904
C: 2.163 3.066 -2.261
C: 2.688 0.016 -3.028
C: -0.852 1.557 -3.585
C: -0.906 -5.025 4.170
C: 0.493 4.749 0.221
C: 5.171 -0.523 0.929
C: 4.153 4.219 -2.112
C: 1.133 1.801 2.717
C: -0.411 -2.200 -0.596
C: -2.500 5.264 -0.103
C: 1.207 -3.847 0.307
C: 2.387 -1.439 -4.811
C: -3.459 1.559 2.854
C: 2.564 0.612 -1.617
C: -4.980 1.948 0.249
C: 2.322 -4.062 1.152
C: -0.432 -4.509 -1.331
C: 2.272 -1.749 1.746
C: -3.297 3.192 -2.823
C: 2.839 -3.030 1.875
C: 0.720 -2.531 0.216
C: -3.297 0.170 -2.531
C: 2.850 4.286 -2.495
C: 0.852 -6.241 3.105
C: 4.149 0.337 0.442
H: -0.157 -0.831 2.684
H: 1.953 -2.263 -5.359
H: -1.549 0.027 2.497
H: -3.731 0.179 -3.535
H: -4.122 3.374 -2.133
H: -1.674 -5.612 0.939
H: -2.670 -0.715 -2.423
H: 1.275 4.162 0.705
H: 0.592 5.795 0.528
H: -3.503 4.838 -0.077
H: -3.920 0.743 3.418
H: -5.182 1.581 -0.756
H: 3.845 -0.694 -6.274
H: -2.525 6.206 0.452
H: -0.877 -5.288 -1.939
H: 3.692 -3.165 2.524
H: 6.102 -2.386 0.227
H: -0.072 0.885 -3.221
H: 1.813 -6.738 3.138
H: 4.899 4.997 -2.152
H: -1.771 -2.973 -2.046
H: -4.054 2.455 3.037
H: 2.395 5.171 -2.917
H: -2.628 -4.585 2.969
H: -0.796 3.554 3.085
H: 5.723 -0.348 1.842
H: -0.416 2.522 -3.832
H: -2.464 1.747 3.259
H: -2.707 4.104 -2.901
H: 2.766 -5.047 1.209
H: -2.464 4.107 2.833
H: -2.759 -1.282 1.213
H: -1.268 1.150 -4.512
H: -1.133 5.263 2.836
H: -2.257 5.498 -1.139
H: 1.137 2.881 -2.513
H: 3.817 1.228 0.950
H: -4.497 -1.046 1.480
H: 0.004 0.931 4.176
H: -3.726 2.992 -3.810
H: 2.659 -0.908 2.307
H: -4.116 0.105 -1.819
H: -4.875 3.033 0.203
H: -3.809 -1.052 -0.151
H: 0.651 4.698 -0.854
H: 1.226 -1.547 -2.913
H: 0.884 -5.649 5.170
H: -5.854 1.728 0.869

The multiplicity is 1. The value obtained for the HOMO energy is -7.66 eV. As for the lowest unoccupied orbital energy: -0.0127 Eh.

Below is a molecular structure, C5H17BrNbOSiZn at a distorted geometry, with properties calculated with ωB97M-V/def2-TZVPD.

Geometry (Å):
Nb: 3.076 -0.946 -0.377
Br: 3.806 1.429 0.078
Zn: 1.087 1.776 0.798
Si: -1.606 -0.126 0.423
O: -0.582 -0.684 -0.786
C: -0.483 0.418 1.884
C: 1.605 -0.064 -1.908
C: 0.230 0.217 -1.425
C: -2.441 1.401 -0.235
C: -2.786 -1.398 1.000
H: 4.099 -1.508 -1.772
H: -0.414 1.541 1.852
H: -2.483 1.370 -1.341
H: -0.829 0.186 2.907
H: -3.482 1.476 0.144
H: -3.786 -1.179 0.571
H: 0.774 1.002 -0.614
H: 2.087 0.930 -2.002
H: 4.042 -1.785 0.901
H: -0.433 0.775 -2.119
H: -2.897 -1.392 2.101
H: 1.656 -0.356 0.746
H: -2.495 -2.419 0.690
H: 0.493 -0.087 1.756
H: 1.633 -0.560 -2.897
H: 2.084 -2.380 -0.402
H: -1.953 2.364 0.028

The net charge is +1. The multiplicity is 1. The value obtained for the HOMO energy is -12.24 eV. As for the lowest unoccupied orbital energy: -0.2554 Eh.